ORCA calculation (wB97M-V/def2-TZVPD) on a 2-piece molecular cluster, C3H3BrN2O overall in a non-equilibrium geometry.

Last column: Löwdin charge in e.
Cartesian coordinates (Å):
C -1.304 -0.600 0.347  0.02
C -0.457 0.348 -0.111  -0.11
C -0.585 -1.174 1.505  -0.46
N 0.564 0.472 0.764  -0.03
N 0.572 -0.399 1.740  0.02
O -0.991 -2.188 2.133  0.07
Br 2.757 -2.141 1.564  0.07
H -2.144 -1.081 -0.078  0.10
H -0.786 1.107 -0.897  0.15
H 1.247 1.210 0.554  0.18

Forces on atoms 1 to 3 (eV/Å):
1.96 -0.64 0.67
-3.45 1.18 -1.71
-1.86 -1.58 0.21

## Properties
Relative energy (zero: lowest compared OMol25 entry of this formula, charge and spin): 3.1935 eV
Frontier orbital gap (alpha / beta): 8.14 / 6.76 eV
HOMO level (alpha / beta): -10.2117 / -9.4433 eV
Molecular weight: 163.0 g mol⁻¹
E_LUMO (alpha / beta): -2.070 / -2.684 eV

---

ORCA calculation (wB97M-V/def2-TZVPD) on a 5-piece molecular cluster, C9H18Cl3N3O overall in a non-equilibrium geometry.

Last column: Löwdin charge in e.
Cartesian coordinates (Å):
N -0.474 -1.129 1.089  0.19
H -0.361 -1.954 0.468  0.10
H -1.468 -1.091 1.280  0.05
H -0.192 -0.334 0.408  -0.13
H 0.018 -1.186 1.961  0.12
Cl 0.049 0.327 -1.311  -0.24
C -3.356 0.776 1.352  -0.31
O -2.960 -0.238 1.923  -0.04
N -4.214 0.788 0.292  -0.19
C -4.705 2.017 -0.279  -0.06
C -4.477 -0.488 -0.396  -0.03
H -3.074 1.745 1.778  0.14
H -4.722 2.783 0.533  0.10
H -5.707 1.855 -0.723  0.10
H -3.961 2.350 -0.997  0.09
H -4.967 -1.202 0.264  0.09
H -5.105 -0.322 -1.319  0.11
H -3.489 -0.941 -0.611  0.06
C -0.760 -3.064 -2.075  -1.15
Cl -2.464 -3.207 -2.405  0.54
Cl 0.241 -3.932 -3.183  0.55
H -0.436 -2.012 -2.044  -0.07
H -0.569 -3.503 -1.086  0.01
N 4.895 0.122 1.732  0.05
C 5.958 0.888 1.672  -0.18
C 6.310 1.740 0.605  -0.06
C 5.388 1.819 -0.472  -0.06
C 4.256 1.006 -0.361  -0.09
C 4.109 0.169 0.676  -0.19
H 6.672 0.915 2.502  0.10
H 7.241 2.365 0.553  0.11
H 5.523 2.413 -1.395  0.11
H 3.567 1.013 -1.179  0.09
H 3.236 -0.488 0.748  0.10

Forces on atoms 1 to 3 (eV/Å):
-0.15 -1.15 -1.21
0.42 0.47 0.84
-0.78 0.57 0.37

## Properties
Frontier orbital gap: 9.33 eV
HOMO level: -9.0644 eV
Molecular weight: 290.6 g mol⁻¹
E_LUMO: 0.269 eV

---

ORCA calculation (wB97M-V/def2-TZVPD) on one molecule with the formula C2H3NO3S in a non-equilibrium geometry.

Last column: Löwdin charge in e.
Cartesian coordinates (Å):
C 0.807 0.245 0.161  -0.09
C 1.994 -0.579 -0.102  0.01
N -0.208 0.733 0.310  0.16
O -2.535 1.914 0.264  -0.25
O -2.380 0.115 -1.326  -0.24
O -2.351 -0.532 0.831  -0.29
S -2.211 0.590 -0.051  0.44
H 2.863 -0.245 -0.539  0.06
H 1.424 -1.370 -0.403  0.06
H 2.597 -0.871 0.854  0.14

Forces on atoms 1 to 3 (eV/Å):
2.13 0.34 0.03
0.04 0.78 4.89
-0.32 0.31 -0.40

## Properties
Relative energy (zero: lowest compared OMol25 entry of this formula, charge and spin): 2.6854 eV
Frontier orbital gap: 10.50 eV
HOMO level: -10.4275 eV
Molecular weight: 121.1 g mol⁻¹
E_LUMO: 0.070 eV

---

ORCA calculation (wB97M-V/def2-TZVPD) on an isolated ion of composition C6H9N2 and charge +1 in a non-equilibrium geometry.

Last column: Löwdin spin population.
Cartesian coordinates (Å):
C 2.048 0.652 -0.838  0.08
C 1.499 1.293 0.370  0.77
C -0.935 1.342 -0.008  0.56
C -0.830 0.030 -0.645  0.09
C -0.254 -1.142 0.158  0.02
C 1.279 -0.939 0.452  0.06
N 1.939 -0.614 -0.763  0.05
N 1.279 0.303 1.194  0.23
H 2.486 1.154 -1.679  0.00
H -1.170 1.437 1.041  0.02
H -1.056 2.224 -0.616  0.03
H -1.877 -0.248 -0.872  0.04
H -0.349 0.102 -1.625  0.01
H -0.771 -1.261 1.111  0.00
H -0.355 -2.065 -0.414  0.00
H 1.703 -1.821 0.933  0.01
H 0.922 0.397 2.133  0.01

Forces on atoms 1 to 3 (eV/Å):
0.36 0.36 -0.98
0.17 -1.46 0.68
0.69 0.36 -0.03

## Properties
Relative energy (zero: lowest compared OMol25 entry of this formula, charge and spin): 1.8521 eV
Frontier orbital gap (alpha / beta): 6.89 / 8.61 eV
Charge: +1
HOMO level (alpha / beta): -12.4433 / -16.0502 eV
Spin multiplicity: 3
Molecular weight: 109.2 g mol⁻¹
E_LUMO (alpha / beta): -5.553 / -7.439 eV

---

ORCA calculation (wB97M-V/def2-TZVPD) on ClTi as an isolated structure in a non-equilibrium geometry.

Last column: Löwdin spin population.
Cartesian coordinates (Å):
Ti -21.131 29.492 20.855  2.94
Cl -22.549 27.881 19.619  0.06

Forces on the atoms, in the same order (eV/Å):
-1.00 -1.13 -0.87
1.00 1.13 0.87

## Properties
Relative energy (zero: lowest compared OMol25 entry of this formula, charge and spin): 0.1514 eV
Frontier orbital gap (alpha / beta): 6.57 / 9.46 eV
HOMO level (alpha / beta): -7.4109 / -9.9887 eV
Spin multiplicity: 4
Molecular weight: 83.3 g mol⁻¹
E_LUMO (alpha / beta): -0.844 / -0.532 eV

---

ORCA calculation (wB97M-V/def2-TZVPD) on one molecule with the formula C2ClN5 in a non-equilibrium geometry.

Last column: Löwdin charge in e.
Cartesian coordinates (Å):
C 0.734 -1.256 1.247  -0.32
C -0.845 1.217 -0.300  -0.59
N 0.817 -1.622 2.335  0.14
N -0.609 1.020 -1.464  0.04
N 0.342 -0.656 0.136  -0.01
N 0.367 0.117 -1.912  -0.03
N 0.798 -0.663 -1.045  -0.05
Cl -1.605 1.844 1.003  0.83

Forces on atoms 1 to 3 (eV/Å):
-0.04 0.09 -0.59
0.61 -1.76 0.23
0.35 -0.34 0.46

## Properties
Relative energy (zero: lowest compared OMol25 entry of this formula, charge and spin): 1.9952 eV
Frontier orbital gap (alpha / beta): 8.83 / 8.83 eV
HOMO level (alpha / beta): -10.0107 / -10.0110 eV
Molecular weight: 129.5 g mol⁻¹
E_LUMO (alpha / beta): -1.178 / -1.178 eV

---

ORCA calculation (wB97M-V/def2-TZVPD) on one molecule with the formula C20H32ClN3O2S.

Last column: Löwdin charge in e.
Cartesian coordinates (Å):
C -4.369 6.084 -2.325  -0.12
C -2.852 5.971 -2.237  -0.28
C -2.379 4.532 -2.089  -0.24
C -0.862 4.414 -2.017  -0.22
C -0.349 2.979 -1.959  -0.20
C -0.658 2.291 -0.642  -0.18
N -0.133 0.941 -0.637  0.08
C 0.123 0.266 0.506  -0.46
O -0.014 0.754 1.611  0.08
C 0.528 -1.195 0.285  -0.22
C -0.737 -2.017 0.402  -0.19
C -1.395 -2.088 1.622  0.02
C -2.568 -2.820 1.756  -0.25
C -3.268 -2.888 3.086  -0.04
C -3.081 -3.483 0.647  -0.07
C -2.423 -3.405 -0.568  -0.66
Cl -3.068 -4.238 -1.947  0.67
C -1.253 -2.677 -0.702  -0.06
N 1.532 -1.629 1.234  -0.11
C 1.814 -3.044 1.035  -0.18
C 3.035 -3.575 1.785  -0.19
C 4.299 -3.619 0.941  -0.25
S 5.077 -2.037 0.595  0.66
N 5.637 -1.526 1.917  -0.22
O 5.901 -2.205 -0.584  -0.36
C 3.721 -0.943 0.167  -0.21
C 2.704 -0.775 1.302  -0.19
H -4.685 7.122 -2.436  0.07
H -4.754 5.526 -3.180  0.07
H -4.843 5.686 -1.426  0.07
H -2.400 6.410 -3.132  0.11
H -2.490 6.560 -1.390  0.11
H -2.835 4.101 -1.192  0.11
H -2.747 3.942 -2.937  0.12
H -0.432 4.901 -2.898  0.11
H -0.489 4.971 -1.151  0.12
H -0.778 2.407 -2.791  0.11
H 0.736 2.975 -2.104  0.12
H -0.210 2.839 0.187  0.13
H -1.736 2.276 -0.450  0.12
H -0.072 0.456 -1.517  0.14
H 0.899 -1.296 -0.756  0.14
H -0.976 -1.558 2.470  0.13
H -4.192 -3.458 3.023  0.07
H -2.626 -3.355 3.834  0.08
H -3.507 -1.885 3.442  0.09
H -3.993 -4.060 0.724  0.11
H -0.750 -2.641 -1.661  0.11
H 0.932 -3.612 1.325  0.12
H 1.960 -3.262 -0.046  0.13
H 3.220 -3.013 2.703  0.12
H 2.817 -4.598 2.097  0.12
H 5.103 -4.151 1.450  0.10
H 4.122 -4.094 -0.027  0.10
H 6.622 -1.298 1.847  0.02
H 4.267 -0.014 -0.006  0.11
H 3.286 -1.273 -0.780  0.10
H 2.368 0.256 1.346  0.12
H 3.222 -0.928 2.249  0.11

Forces on atoms 1 to 3 (eV/Å):
-0.01 0.03 0.00
-0.04 0.05 -0.01
0.00 -0.02 0.04

## Properties
Relative energy (zero: lowest compared OMol25 entry of this formula, charge and spin): 0.1766 eV
SMILES string: CCCCCCNC(=O)[C@H](c1cc(C)cc(Cl)c1)N1CCC[S@@](=N)(=O)CC1
Frontier orbital gap: 9.38 eV
HOMO level: -8.9398 eV
Molecular weight: 414.0 g mol⁻¹
E_LUMO: 0.444 eV

---

ORCA calculation (wB97M-V/def2-TZVPD) on one molecule with the formula C14H18N2O3.

Last column: Löwdin charge in e.
Cartesian coordinates (Å):
C 1.854 2.325 -1.144  -0.03
C 1.890 1.136 -0.192  -0.23
O 1.287 1.478 1.062  0.04
C -0.045 1.475 1.096  -0.43
O -0.743 1.278 0.128  0.12
C -0.580 1.759 2.453  -0.11
C -1.960 1.785 2.641  0.01
C -2.443 2.049 3.913  -0.14
N -1.659 2.278 4.952  0.06
C -0.350 2.249 4.771  -0.14
C 0.248 1.995 3.546  0.01
C 1.232 -0.184 -0.675  -0.46
O 1.131 -1.100 0.112  0.09
N 0.884 -0.227 -1.973  0.12
C 0.126 -1.318 -2.573  -0.27
C -1.243 -1.546 -1.892  -0.13
C -1.155 -2.934 -1.260  -0.19
C -0.228 -3.692 -2.205  -0.19
C 0.867 -2.666 -2.488  -0.14
H 2.285 3.190 -0.642  0.09
H 2.445 2.118 -2.033  0.09
H 0.830 2.569 -1.420  0.08
H 2.925 0.897 0.076  0.16
H -2.618 1.600 1.807  0.12
H -3.505 2.080 4.113  0.11
H 0.246 2.440 5.654  0.11
H 1.320 1.976 3.437  0.12
H 0.867 0.642 -2.477  0.12
H -0.015 -1.032 -3.619  0.14
H -1.439 -0.769 -1.156  0.10
H -2.036 -1.519 -2.641  0.11
H -2.131 -3.405 -1.153  0.11
H -0.686 -2.857 -0.280  0.10
H 0.168 -4.606 -1.766  0.11
H -0.755 -3.947 -3.127  0.11
H 1.428 -2.880 -3.397  0.11
H 1.557 -2.636 -1.648  0.11

Forces on atoms 1 to 3 (eV/Å):
-0.05 -0.13 0.33
-0.05 -0.13 -0.32
0.15 0.09 0.19

## Properties
Relative energy (zero: lowest compared OMol25 entry of this formula, charge and spin): 0.5451 eV
SMILES string: C[C@@H](OC(=O)c1ccncc1)C(=O)NC1CCCC1
Frontier orbital gap: 9.67 eV
HOMO level: -9.5639 eV
Molecular weight: 262.3 g mol⁻¹
E_LUMO: 0.108 eV